{
  "formula": "C28H77N7O7",
  "method": "ωB97M-V/def2-TZVPD",
  "total_energy_ev": -55040.056,
  "fmax_ha_per_bohr": 0.068,
  "gap_ev": 9.21,
  "smiles": "COC[C@H](C)N.COC[C@H](C)N.COC[C@H](C)N.COC[C@H](C)N.COC[C@H](C)N.COC[C@H](C)N.COC[C@H](C)N",
  "e_above_lowest_kcal_mol": 117.13,
  "lumo_ev": 0.6,
  "elements": ["C", "O", "C", "C", "C", "N", "H", "H", "H", "H", "H", "H", "H", "H", "H", "H", "H", "C", "O", "C", "C", "C", "N", "H", "H", "H", "H", "H", "H", "H", "H", "H", "H", "H", "C", "O", "C", "C", "C", "N", "H", "H", "H", "H", "H", "H", "H", "H", "H", "H", "H", "C", "O", "C", "C", "C", "N", "H", "H", "H", "H", "H", "H", "H", "H", "H", "H", "H", "C", "O", "C", "C", "C", "N", "H", "H", "H", "H", "H", "H", "H", "H", "H", "H", "H", "C", "O", "C", "C", "C", "N", "H", "H", "H", "H", "H", "H", "H", "H", "H", "H", "H", "C", "O", "C", "C", "C", "N", "H", "H", "H", "H", "H", "H", "H", "H", "H", "H", "H"],
  "coordinates": [[-23.36551, 6.66361, -21.13588], [-24.23618, 5.60109, -20.90131], [-24.42240, 4.75830, -21.99412], [-25.55512, 3.67041, -21.67367], [-26.89086, 4.23880, -21.17356], [-25.08028, 2.66222, -20.70055], [-22.46790, 6.29575, -21.63296], [-23.20019, 7.06644, -20.13663], [-23.80079, 7.42743, -21.78026], [-24.78072, 5.26618, -22.88954], [-23.54627, 4.13011, -22.15495], [-25.86592, 3.01206, -22.48489], [-27.51006, 3.51057, -20.64975], [-27.47471, 4.84276, -21.86815], [-26.59415, 4.88971, -20.35114], [-24.43909, 3.09969, -20.05433], [-24.43599, 2.01966, -21.13885], [-26.35479, 4.14509, -26.09095], [-26.63206, 3.35737, -27.25000], [-27.31976, 4.09890, -28.31385], [-26.33526, 4.91916, -29.17294], [-27.11147, 5.67379, -30.33273], [-25.40334, 4.07962, -29.89102], [-25.87901, 5.06174, -26.43951], [-25.93831, 3.57527, -25.26033], [-27.32850, 4.36535, -25.65336], [-27.62877, 3.23877, -28.90780], [-28.22831, 4.65138, -28.07427], [-25.78610, 5.54524, -28.46970], [-26.45758, 6.21467, -31.01682], [-27.85393, 6.28928, -29.82479], [-27.68284, 4.90891, -30.85866], [-24.91366, 3.40729, -29.31806], [-25.99411, 3.48487, -30.45438], [-26.38864, 8.24269, -19.71666], [-27.46217, 8.93334, -19.18569], [-28.26239, 9.76512, -19.99505], [-29.30632, 10.55713, -19.23444], [-30.25570, 9.60004, -18.42468], [-30.15929, 11.43796, -20.11320], [-26.12705, 7.56205, -18.90648], [-25.58793, 8.98124, -19.75540], [-26.61604, 7.79195, -20.68270], [-27.72618, 10.43556, -20.66668], [-28.76756, 9.07401, -20.66979], [-28.72708, 11.16527, -18.53964], [-30.82322, 10.22878, -17.73860], [-29.71007, 8.88829, -17.80515], [-30.89844, 9.06705, -19.12533], [-30.90951, 11.82794, -19.56076], [-30.61344, 10.77678, -20.72694], [-21.64472, 0.58128, -23.14497], [-20.97248, 1.78673, -22.86562], [-20.99165, 2.69547, -23.92581], [-20.01980, 3.75382, -23.61509], [-18.70373, 3.29394, -22.92665], [-20.61184, 4.77327, -22.78323], [-21.50581, -0.14197, -22.34140], [-21.05377, 0.12555, -23.93944], [-22.69839, 0.61770, -23.42165], [-20.52352, 2.22992, -24.79311], [-21.99554, 3.08394, -24.09726], [-19.70491, 4.17205, -24.57114], [-17.95049, 4.05438, -22.72059], [-18.18549, 2.56348, -23.54791], [-18.90432, 2.73370, -22.01342], [-20.03101, 5.51592, -22.42100], [-21.10551, 4.30262, -22.03833], [-23.94147, 10.30003, -22.04491], [-24.51116, 9.59669, -23.19212], [-25.95407, 9.78063, -23.34597], [-26.57667, 9.27478, -24.62134], [-26.46081, 7.76627, -24.53316], [-25.87921, 9.82659, -25.69374], [-24.09084, 9.65655, -21.17789], [-24.43042, 11.27421, -22.04823], [-22.87372, 10.49225, -22.15011], [-26.42107, 9.36049, -22.45518], [-26.26310, 10.82367, -23.27774], [-27.62428, 9.56120, -24.71394], [-27.26061, 7.48099, -23.84976], [-25.54397, 7.55932, -23.98119], [-26.50821, 7.33469, -25.53296], [-25.84324, 10.79624, -25.41341], [-24.90579, 9.55753, -25.70664], [-25.61326, -1.34223, -22.53134], [-24.23134, -1.55749, -22.67982], [-23.74021, -2.44306, -23.69213], [-23.94875, -3.99538, -23.41560], [-23.12140, -4.72074, -22.23904], [-23.45758, -4.58925, -24.69100], [-25.80110, -0.45256, -21.93027], [-26.04126, -2.20509, -22.02105], [-26.10972, -1.13638, -23.47963], [-24.16503, -2.13118, -24.64626], [-22.65450, -2.34658, -23.68982], [-24.98535, -4.30396, -23.28013], [-23.65603, -5.40977, -21.58520], [-22.59795, -4.09010, -21.52043], [-22.44662, -5.39949, -22.76064], [-23.77262, -5.54727, -24.74630], [-23.81737, -4.23088, -25.56405], [-20.56748, 10.59459, -24.36247], [-19.91453, 10.28675, -23.11414], [-19.84088, 8.83236, -22.84301], [-19.36878, 8.75660, -21.36453], [-18.26818, 9.64396, -20.82726], [-19.16064, 7.30956, -20.96130], [-20.40533, 9.97824, -25.24673], [-20.49513, 11.67985, -24.43384], [-21.62946, 10.47095, -24.15030], [-20.84012, 8.39691, -22.84410], [-19.03239, 8.37585, -23.41400], [-20.20637, 9.18563, -20.81456], [-18.31724, 10.72050, -20.99084], [-17.23316, 9.35642, -21.01205], [-18.37568, 9.59465, -19.74369], [-18.80263, 7.11311, -20.03754], [-18.34251, 6.99404, -21.46251]]
}

***

{
  "formula": "C3H4NO2",
  "method": "ωB97M-V/def2-TZVPD",
  "multiplicity": 3,
  "total_energy_ev": -8744.091,
  "fmax_ha_per_bohr": 0.166,
  "gap_ev": [6.32, 7.62],
  "charge": 1,
  "e_above_lowest_kcal_mol": 100.90,
  "lumo_ev": [-4.7, -9.1],
  "elements": ["C", "C", "C", "N", "O", "O", "H", "H", "H", "H"],
  "coordinates": [[0.91731, -0.67901, -0.52586], [1.50205, 0.41951, 0.27406], [-2.53404, 0.17881, -0.06301], [-1.59631, -0.43326, 0.22923], [0.80276, -1.27402, -1.47474], [-0.56634, -1.02774, 0.49281], [0.92773, 0.52580, 1.17813], [2.62817, 0.37342, 0.26718], [-3.48468, 0.54451, -0.13193], [1.40336, 1.37197, -0.24587]]
}

***

{
  "formula": "C4H5NO2",
  "method": "ωB97M-V/def2-TZVPD",
  "total_energy_ev": -9812.443,
  "fmax_ha_per_bohr": 0.010,
  "gap_ev": 10.77,
  "smiles": "O=C[C@H]1CN1C=O",
  "e_above_lowest_kcal_mol": 43.16,
  "lumo_ev": 0.6,
  "elements": ["O", "C", "C", "C", "N", "C", "O", "H", "H", "H", "H", "H"],
  "coordinates": [[-1.81490, -2.20314, 0.84552], [-0.86065, -1.69083, 0.31704], [-0.53924, -0.23604, 0.42762], [0.88066, 0.14522, 0.76855], [0.37659, 0.27932, -0.55673], [0.27839, 1.43862, -1.31003], [1.14458, 2.27413, -1.38318], [-0.12299, -2.27173, -0.27179], [-1.34608, 0.39205, 0.79557], [1.62060, -0.63829, 0.90984], [1.03253, 1.04078, 1.36559], [-0.64949, 1.46992, -1.90801]]
}

***

{
  "formula": "C4H6N2O2",
  "method": "ωB97M-V/def2-TZVPD",
  "total_energy_ev": -11319.426,
  "fmax_ha_per_bohr": 0.105,
  "gap_ev": 9.29,
  "smiles": "C=C(/N=C/N)C(=O)O",
  "e_above_lowest_kcal_mol": 37.27,
  "lumo_ev": 0.2,
  "elements": ["C", "C", "N", "C", "N", "C", "O", "O", "H", "H", "H", "H", "H", "H"],
  "coordinates": [[0.62689, 1.93381, -0.07963], [0.33652, 0.58843, -0.17069], [-0.81168, -0.13668, -0.32559], [-1.87555, 0.35420, 0.16254], [-3.05969, -0.42226, 0.08675], [1.57396, -0.38462, -0.03659], [2.66217, -0.04174, 0.29073], [1.13917, -1.69516, -0.02483], [-0.22740, 2.60658, -0.20198], [1.57383, 2.31517, -0.08467], [-1.95955, 1.43565, 0.51491], [-3.01422, -1.39195, -0.30958], [-3.83106, -0.40230, 0.75882], [0.17642, -1.70626, -0.38656]]
}

***

What did the fourth record say?
{
  "formula": "C4H6N2O2",
  "method": "ωB97M-V/def2-TZVPD",
  "total_energy_ev": -11319.426,
  "fmax_ha_per_bohr": 0.105,
  "gap_ev": 9.29,
  "smiles": "C=C(/N=C/N)C(=O)O",
  "e_above_lowest_kcal_mol": 37.27,
  "lumo_ev": 0.2,
  "elements": ["C", "C", "N", "C", "N", "C", "O", "O", "H", "H", "H", "H", "H", "H"],
  "coordinates": [[0.62689, 1.93381, -0.07963], [0.33652, 0.58843, -0.17069], [-0.81168, -0.13668, -0.32559], [-1.87555, 0.35420, 0.16254], [-3.05969, -0.42226, 0.08675], [1.57396, -0.38462, -0.03659], [2.66217, -0.04174, 0.29073], [1.13917, -1.69516, -0.02483], [-0.22740, 2.60658, -0.20198], [1.57383, 2.31517, -0.08467], [-1.95955, 1.43565, 0.51491], [-3.01422, -1.39195, -0.30958], [-3.83106, -0.40230, 0.75882], [0.17642, -1.70626, -0.38656]]
}